(1)
Density functional theory data (ωB97M-V/def2-TZVPD) for a cluster of 11 separate species, C54H123N5O6 in total in a non-equilibrium geometry.

Positions of all 188 atoms, in Å:
C: -3.27 2.62 0.31
C: -4.03 3.88 0.08
N: -4.59 4.05 -1.27
C: -4.98 2.84 -1.99
C: -6.25 2.19 -1.46
C: -5.43 5.25 -1.34
C: -5.47 5.78 -2.76
H: -2.95 2.48 1.34
H: -2.40 2.48 -0.34
H: -3.77 1.71 -0.03
H: -4.90 4.09 0.73
H: -3.36 4.73 0.27
H: -5.22 3.13 -3.02
H: -4.10 2.23 -2.13
H: -7.23 2.59 -1.71
H: -6.21 1.15 -1.81
H: -6.24 2.07 -0.37
H: -4.98 6.00 -0.70
H: -6.45 5.02 -0.99
H: -4.50 6.07 -3.18
H: -6.08 6.67 -2.90
H: -5.82 5.02 -3.46
C: 0.31 -4.76 2.49
C: 1.67 -4.86 1.77
N: 2.66 -5.62 2.56
C: 2.76 -5.24 3.98
C: 3.21 -3.78 4.06
C: 2.39 -7.07 2.39
C: 3.50 -7.97 2.95
H: -0.14 -5.67 2.89
H: -0.44 -4.20 1.91
H: 0.39 -4.03 3.31
H: 1.55 -5.29 0.78
H: 2.05 -3.85 1.65
H: 1.78 -5.43 4.44
H: 3.54 -5.88 4.38
H: 2.57 -3.01 3.62
H: 3.38 -3.48 5.10
H: 4.18 -3.64 3.58
H: 2.29 -7.17 1.31
H: 1.44 -7.38 2.84
H: 3.14 -8.98 2.68
H: 3.52 -8.06 4.03
H: 4.48 -7.88 2.50
C: -3.76 -5.29 -1.92
C: -3.99 -5.55 -0.41
N: -5.04 -4.63 0.03
C: -4.77 -3.22 0.12
C: -3.76 -2.76 1.17
C: -5.90 -5.16 1.09
C: -6.82 -6.24 0.54
H: -3.23 -4.34 -2.00
H: -4.70 -5.26 -2.47
H: -3.19 -6.12 -2.34
H: -4.33 -6.57 -0.27
H: -3.05 -5.45 0.16
H: -5.70 -2.70 0.37
H: -4.56 -2.78 -0.86
H: -3.88 -3.22 2.15
H: -3.73 -1.70 1.46
H: -2.73 -2.87 0.81
H: -5.30 -5.50 1.94
H: -6.57 -4.41 1.51
H: -7.68 -6.49 1.17
H: -7.20 -6.01 -0.45
H: -6.31 -7.22 0.59
C: -1.56 2.90 6.17
C: -1.23 2.41 4.74
N: -1.02 0.98 4.57
C: -2.26 0.24 4.80
C: -3.29 0.50 3.68
C: 0.10 0.46 5.37
C: 1.40 0.71 4.61
H: -0.70 2.77 6.83
H: -2.47 2.44 6.54
H: -1.71 3.99 6.20
H: -1.94 2.78 4.01
H: -0.32 2.94 4.43
H: -2.08 -0.84 4.80
H: -2.68 0.44 5.79
H: -2.80 0.30 2.73
H: -4.21 -0.08 3.78
H: -3.69 1.52 3.78
H: -0.01 -0.63 5.44
H: 0.03 0.85 6.39
H: 2.21 0.83 5.34
H: 1.37 1.60 3.99
H: 1.60 -0.17 4.00
C: 0.48 5.25 0.95
C: 0.64 4.99 -0.54
N: 0.25 6.08 -1.45
C: -1.20 6.23 -1.68
C: -1.71 7.39 -0.84
C: 1.11 5.98 -2.64
C: 2.54 6.50 -2.44
H: 0.39 4.35 1.56
H: -0.47 5.75 1.17
H: 1.21 5.97 1.33
H: 1.64 4.58 -0.67
H: -0.06 4.22 -0.90
H: -1.55 6.36 -2.71
H: -1.68 5.27 -1.43
H: -1.29 8.34 -1.15
H: -2.78 7.40 -1.11
H: -1.67 7.23 0.24
H: 0.60 6.53 -3.43
H: 1.12 4.91 -2.91
H: 2.50 7.54 -2.12
H: 3.06 6.48 -3.40
H: 3.07 5.97 -1.65
C: 4.53 1.72 -2.97
C: 5.38 2.45 -1.94
C: 4.37 2.99 -0.94
O: 3.11 2.99 -1.61
C: 3.27 2.57 -2.99
H: 4.31 0.69 -2.70
H: 5.05 1.68 -3.93
H: 5.89 3.26 -2.48
H: 6.19 1.88 -1.50
H: 4.65 3.96 -0.53
H: 4.29 2.28 -0.12
H: 3.28 3.42 -3.68
H: 2.36 2.05 -3.27
C: 1.33 -0.95 0.35
C: 1.69 0.56 0.32
C: 0.43 1.21 -0.18
O: -0.60 0.40 0.33
C: -0.21 -0.94 0.55
H: 1.94 -1.37 1.16
H: 1.61 -1.37 -0.62
H: 2.52 0.79 -0.35
H: 1.93 0.93 1.32
H: 0.32 1.27 -1.28
H: 0.29 2.24 0.15
H: -0.58 -1.60 -0.24
H: -0.57 -1.26 1.53
C: -0.57 -2.16 -4.37
C: 0.28 -2.27 -3.11
C: 0.11 -3.72 -2.62
O: 0.00 -4.41 -3.87
C: -0.67 -3.64 -4.85
H: -0.06 -1.56 -5.12
H: -1.54 -1.72 -4.16
H: -0.02 -1.51 -2.38
H: 1.33 -2.07 -3.35
H: -0.86 -3.99 -2.18
H: 1.00 -4.10 -2.12
H: -1.72 -3.91 -5.02
H: -0.12 -3.73 -5.78
C: 6.09 -0.57 1.54
C: 6.45 0.17 2.82
C: 5.14 0.90 3.06
O: 4.19 -0.10 2.70
C: 4.57 -0.83 1.53
H: 6.69 -1.48 1.46
H: 6.43 0.00 0.66
H: 7.26 0.88 2.65
H: 6.61 -0.57 3.60
H: 5.02 1.72 2.34
H: 4.91 1.27 4.06
H: 4.08 -0.64 0.58
H: 4.47 -1.89 1.77
C: -1.20 3.61 -5.02
C: -0.53 2.53 -4.20
C: -1.71 1.65 -3.75
O: -2.88 2.13 -4.40
C: -2.69 3.52 -4.71
H: -1.07 3.46 -6.10
H: -0.80 4.61 -4.86
H: -0.12 3.03 -3.31
H: 0.29 2.01 -4.68
H: -1.89 1.79 -2.68
H: -1.55 0.59 -3.94
H: -3.04 4.06 -3.82
H: -3.41 3.80 -5.47
C: 6.26 -3.42 -1.58
C: 5.20 -3.15 -2.61
C: 3.95 -2.87 -1.72
O: 4.28 -3.46 -0.46
C: 5.50 -4.16 -0.47
H: 6.67 -2.49 -1.17
H: 7.16 -3.99 -1.83
H: 5.10 -4.00 -3.29
H: 5.48 -2.32 -3.26
H: 3.03 -3.29 -2.12
H: 3.92 -1.78 -1.58
H: 5.35 -5.22 -0.71
H: 6.05 -4.17 0.47

**Gap between HOMO and LUMO**: 8.0830 eV
**E_HOMO**: -7.6 eV
**SMILES**: CCN(CC)CC.CCN(CC)CC.CCN(CC)CC.CCN(CC)CC.CCN(CC)CC.C1CCOC1.C1CCOC1.C1CCOC1.C1CCOC1.C1CCOC1.C1CCOC1
**Lowest unoccupied orbital energy**: 0.497 eV

(2)
Density functional theory data (ωB97M-V/def2-TZVPD) for a cluster of 2 separate species, Cl2H2NPS in total in a non-equilibrium geometry.

Positions of all 7 atoms, in Å:
N: -0.74 0.09 -0.07
P: -2.23 0.81 -0.06
S: -3.44 -2.24 -0.36
Cl: -2.19 1.17 1.84
Cl: -1.66 2.52 -0.99
H: -0.54 -0.39 -0.95
H: -0.56 -0.34 0.87

**Gap between HOMO and LUMO (alpha / beta)**: 6.5371 / 6.6089 eV
**E_HOMO (alpha / beta)**: -9.3 / -9.4 eV
**Lowest unoccupied orbital energy (alpha / beta)**: -2.811 / -2.756 eV

(3)
Density functional theory data (ωB97M-V/def2-TZVPD) for a structure of composition C3H11NO3 in a non-equilibrium geometry.

Positions of all 18 atoms, in Å:
C: -0.60 -0.61 -0.81
C: 0.38 -1.61 -1.39
O: 1.03 -1.06 1.47
O: 2.35 -0.86 0.95
H: 2.83 -1.64 1.24
H: -1.10 -0.05 -1.60
H: -1.32 -1.05 -0.13
H: 0.59 -2.40 -0.67
H: 1.31 -1.13 -1.67
H: -0.05 -2.07 -2.28
C: -1.47 2.18 0.86
N: 0.13 0.69 0.01
O: -0.45 2.00 -0.10
H: 1.08 0.77 -0.33
H: 0.52 0.09 1.16
H: -1.09 2.13 1.88
H: -2.27 1.44 0.74
H: -1.87 3.18 0.67

**Gap between HOMO and LUMO**: 9.0654 eV
**E_HOMO**: -8.1 eV
**Lowest unoccupied orbital energy**: 0.921 eV

(4)
Density functional theory data (ωB97M-V/def2-TZVPD) for the molecule C3H7NS2 in a non-equilibrium geometry.

Positions of all 13 atoms, in Å:
N: -1.33 1.41 0.58
C: -0.14 0.64 0.93
C: -0.24 -0.84 0.48
S: -0.47 -0.88 -1.31
C: 1.16 -1.03 -1.84
S: 2.56 -1.01 -0.93
H: -1.39 1.56 -0.41
H: -1.39 2.29 1.10
H: -0.12 0.62 2.02
H: 0.80 1.08 0.57
H: 0.57 -1.46 0.89
H: -1.21 -1.21 0.85
H: 1.20 -1.17 -2.93

**Gap between HOMO and LUMO**: 8.4861 eV
**E_HOMO**: -8.7 eV
**SMILES**: NCCSC=S
**Lowest unoccupied orbital energy**: -0.210 eV

(5)
Density functional theory data (ωB97M-V/def2-TZVPD) for a cluster of 2 separate species, C5H11N in total.

Positions of all 17 atoms, in Å:
C: -0.09 1.75 2.21
C: -1.33 2.11 1.90
C: -2.14 1.57 0.76
H: 0.40 2.17 3.07
H: 0.45 1.04 1.59
H: -1.81 2.86 2.53
H: -1.78 0.58 0.48
H: -3.18 1.47 1.07
H: -2.11 2.18 -0.14
C: 0.70 -0.94 -2.33
C: 1.20 -1.49 -1.23
N: 1.64 -2.82 -1.13
H: 0.37 0.08 -2.38
H: 0.63 -1.56 -3.22
H: 1.21 -0.94 -0.29
H: 2.07 -3.12 -1.99
H: 2.31 -2.94 -0.38

**Gap between HOMO and LUMO**: 9.5965 eV
**E_HOMO**: -8.5 eV
**SMILES**: C=CC.C=CN
**Lowest unoccupied orbital energy**: 1.083 eV

(6)
Density functional theory data (ωB97M-V/def2-TZVPD) for the molecule C2H2O2 in a non-equilibrium geometry.

Positions of all 6 atoms, in Å:
O: 1.66 0.23 -0.35
C: 0.72 0.18 0.40
C: -0.79 -0.21 -0.40
O: -1.51 -1.22 -0.23
H: 0.74 0.28 1.57
H: -0.82 0.74 -0.99

**Gap between HOMO and LUMO**: 9.3063 eV
**E_HOMO**: -9.5 eV
**SMILES**: O=CC=O
**Lowest unoccupied orbital energy**: -0.225 eV

(7)
Density functional theory data (ωB97M-V/def2-TZVPD) for a structure of composition C30H84O34P4S6 in a non-equilibrium geometry.

Positions of all 158 atoms, in Å:
O: 13.31 9.20 4.71
S: 13.86 7.85 4.90
O: 12.84 6.73 4.77
O: 15.05 7.65 3.81
C: 15.37 6.40 3.25
C: 15.99 5.31 4.26
C: 14.85 7.83 6.47
H: 16.13 6.61 2.49
H: 14.58 5.85 2.73
H: 15.42 5.05 5.15
H: 17.00 5.54 4.57
H: 16.10 4.31 3.83
H: 14.84 8.83 6.90
H: 15.76 7.33 6.15
H: 14.29 7.23 7.19
O: 10.84 5.41 -1.63
S: 10.16 6.41 -0.80
O: 9.02 7.00 -1.40
O: 9.84 5.66 0.67
C: 8.87 6.14 1.48
C: 7.94 4.94 1.55
C: 11.48 7.60 -0.25
H: 8.30 7.05 1.28
H: 9.22 6.40 2.48
H: 7.35 4.68 0.67
H: 7.12 5.33 2.15
H: 8.32 4.06 2.07
H: 10.98 8.46 0.19
H: 12.06 7.89 -1.13
H: 12.20 7.09 0.39
O: 13.17 6.77 8.11
S: 12.77 8.09 7.71
O: 13.18 8.66 6.40
O: 11.12 8.16 7.86
C: 10.48 7.46 8.93
C: 9.16 6.90 8.48
C: 13.33 9.34 9.03
H: 10.37 8.06 9.84
H: 11.08 6.58 9.17
H: 8.88 6.32 9.36
H: 9.29 6.18 7.67
H: 8.32 7.57 8.29
H: 12.75 10.24 8.80
H: 14.40 9.56 9.01
H: 13.03 9.07 10.04
O: 11.05 7.40 1.96
S: 10.35 8.59 2.48
O: 9.64 9.50 1.57
O: 9.41 8.00 3.70
C: 9.84 6.89 4.49
C: 10.03 7.21 6.03
C: 11.43 9.64 3.62
H: 10.86 6.62 4.23
H: 9.29 5.99 4.18
H: 10.99 7.60 6.35
H: 9.89 6.27 6.57
H: 9.21 7.82 6.42
H: 11.89 10.35 2.93
H: 12.13 9.01 4.16
H: 10.79 10.13 4.35
O: 13.30 11.76 -0.64
S: 12.93 10.56 0.07
O: 13.27 9.17 -0.33
O: 13.42 10.80 1.66
C: 13.92 9.67 2.39
C: 15.39 9.40 2.11
C: 11.18 10.70 0.44
H: 13.35 8.74 2.27
H: 13.76 10.02 3.41
H: 15.48 8.32 2.04
H: 15.92 9.93 2.91
H: 15.72 9.81 1.15
H: 11.08 9.77 1.00
H: 10.78 10.81 -0.57
H: 11.09 11.71 0.84
O: 13.06 1.40 1.42
S: 13.67 2.72 1.83
O: 14.58 3.40 0.97
O: 12.47 3.84 2.18
C: 12.73 5.04 2.85
C: 11.32 5.59 3.04
C: 14.45 2.54 3.42
H: 13.24 5.78 2.23
H: 13.23 4.96 3.81
H: 11.47 6.66 3.16
H: 10.87 5.26 3.97
H: 10.67 5.65 2.16
H: 15.01 3.43 3.71
H: 15.20 1.76 3.30
H: 13.58 2.30 4.04
C: 13.41 14.45 5.23
O: 13.02 13.97 3.94
P: 13.66 12.61 3.34
O: 14.01 11.64 4.38
O: 12.33 12.09 2.52
C: 11.12 11.59 3.14
O: 14.68 13.20 2.24
C: 15.58 12.36 1.47
H: 12.59 14.48 5.94
H: 13.92 15.41 5.17
H: 14.17 13.82 5.70
H: 10.42 12.38 3.39
H: 11.25 11.17 4.14
H: 10.47 11.03 2.47
H: 16.47 12.91 1.19
H: 15.24 11.89 0.55
H: 15.93 11.62 2.19
C: 12.23 2.43 9.76
O: 12.16 2.49 8.36
P: 11.00 3.45 7.74
O: 10.18 4.21 8.75
O: 11.72 4.37 6.60
C: 12.09 5.63 6.84
O: 10.13 2.57 6.74
C: 8.92 3.05 6.18
H: 12.10 1.40 10.11
H: 11.50 3.08 10.25
H: 13.17 2.81 10.17
H: 13.18 5.70 6.81
H: 11.89 5.91 7.87
H: 11.65 6.30 6.10
H: 9.10 3.07 5.10
H: 8.71 4.10 6.40
H: 7.99 2.50 6.27
C: 7.19 6.97 4.55
O: 7.14 7.20 5.96
P: 5.86 7.92 6.60
O: 6.09 8.36 8.01
O: 5.50 9.12 5.55
C: 6.35 10.26 5.26
O: 4.68 6.85 6.34
C: 3.44 7.31 6.71
H: 6.31 7.33 4.02
H: 7.18 5.89 4.39
H: 8.09 7.34 4.06
H: 6.67 10.33 4.22
H: 7.18 10.47 5.93
H: 5.72 11.14 5.36
H: 3.01 6.71 7.50
H: 2.79 6.85 5.96
H: 3.14 8.31 7.03
C: 10.49 9.53 6.66
O: 9.32 9.60 5.94
P: 9.02 10.93 5.08
O: 10.26 11.71 4.85
O: 8.21 10.33 3.82
C: 8.07 11.22 2.64
O: 7.88 11.66 5.96
C: 7.98 12.17 7.24
H: 10.43 8.66 7.32
H: 10.55 10.47 7.21
H: 11.42 9.35 6.12
H: 8.18 12.28 2.87
H: 7.06 11.24 2.23
H: 8.89 11.13 1.92
H: 7.39 11.48 7.85
H: 7.65 13.20 7.37
H: 9.02 12.22 7.57

**Gap between HOMO and LUMO**: 7.5440 eV
**E_HOMO**: -8.1 eV
**Lowest unoccupied orbital energy**: -0.565 eV

(8)
Density functional theory data (ωB97M-V/def2-TZVPD) for the molecule C17H15Cl2N3OS in a non-equilibrium geometry.

Positions of all 39 atoms, in Å:
C: 3.18 1.74 2.30
C: 2.75 0.47 1.58
N: 3.09 -0.66 2.17
N: 2.62 -1.89 1.71
C: 2.87 -3.09 2.28
N: 3.64 -3.24 3.37
O: 2.64 -4.13 1.65
C: 1.91 0.49 0.34
C: 2.30 -0.24 -0.77
C: 1.41 -0.33 -1.86
C: 0.09 0.17 -1.78
C: -0.29 0.94 -0.68
C: 0.63 1.16 0.36
C: -1.65 1.55 -0.62
C: -1.64 2.83 -1.46
Cl: -0.62 4.07 -0.74
C: -2.72 0.60 -1.10
C: -3.92 0.47 -0.35
C: -4.90 -0.43 -0.75
Cl: -6.35 -0.62 0.21
C: -4.72 -1.17 -1.89
C: -3.53 -1.09 -2.64
C: -2.53 -0.22 -2.22
S: -1.01 -0.21 -3.12
H: 3.78 2.30 1.60
H: 3.79 1.49 3.19
H: 2.30 2.31 2.59
H: 2.20 -1.92 0.79
H: 4.01 -4.20 3.49
H: 4.23 -2.46 3.61
H: 3.22 -0.82 -0.82
H: 1.73 -0.84 -2.76
H: 0.30 1.72 1.24
H: -1.87 1.85 0.40
H: -2.67 3.19 -1.59
H: -1.25 2.68 -2.49
H: -4.08 1.11 0.51
H: -5.53 -1.82 -2.21
H: -3.39 -1.73 -3.53

**Gap between HOMO and LUMO**: 8.7122 eV
**E_HOMO**: -8.4 eV
**SMILES**: C/C(=N/NC(N)=O)c1ccc2c(c1)[C@@H](CCl)c1cc(Cl)ccc1S2
**Lowest unoccupied orbital energy**: 0.300 eV

(9)
Density functional theory data (ωB97M-V/def2-TZVPD) for the ion C4H11NS with charge +1 in a non-equilibrium geometry.

Positions of all 17 atoms, in Å:
C: -1.60 0.06 -1.10
C: -0.32 -0.32 -0.49
C: -0.23 0.40 0.90
S: 0.33 -0.93 2.09
C: 2.08 -0.87 1.53
N: -1.38 1.30 -1.86
H: -2.43 0.04 -0.33
H: -1.97 -0.71 -1.71
H: 0.49 0.03 -1.13
H: -0.20 -1.35 -0.12
H: -1.14 0.94 1.15
H: 0.63 1.26 0.94
H: 2.49 -1.83 1.20
H: 2.15 -0.24 0.65
H: 2.65 -0.65 2.49
H: -0.90 1.05 -2.82
H: -0.64 1.81 -1.38

**Gap between HOMO and LUMO (alpha / beta)**: 9.8213 / 4.9490 eV
**Multiplicity**: 2
**E_HOMO (alpha / beta)**: -13.5 / -13.3 eV
**⟨S²⟩**: 0.75
**Charge**: +1
**Lowest unoccupied orbital energy (alpha / beta)**: -3.700 / -8.349 eV

(10)
Density functional theory data (ωB97M-V/def2-TZVPD) for a structure of composition C3H12CsN6O3 in a non-equilibrium geometry.

Positions of all 25 atoms, in Å:
Cs: -0.40 1.29 -1.26
C: 4.24 -1.94 -2.32
O: 3.49 -0.98 -2.17
N: 5.43 -2.12 -1.78
N: 3.90 -3.05 -2.91
H: 5.90 -1.29 -1.45
H: 5.70 -3.09 -1.73
H: 3.00 -3.12 -3.37
H: 4.62 -3.73 -3.11
C: -5.87 2.83 -0.60
O: -4.72 2.59 -0.42
N: -6.32 3.67 -1.54
N: -6.87 2.26 -0.02
H: -7.30 3.75 -1.78
H: -5.57 4.17 -2.00
H: -7.72 2.64 -0.40
H: -6.74 1.51 0.64
C: 1.93 -0.20 3.16
O: 1.78 1.01 2.93
N: 2.19 -1.09 2.29
N: 1.65 -0.73 4.35
H: 2.32 -0.68 1.38
H: 1.82 -2.02 2.40
H: 1.47 -0.06 5.08
H: 2.08 -1.60 4.62

**Gap between HOMO and LUMO**: 8.9432 eV
**E_HOMO**: -12.1 eV
**Charge**: +1
**Lowest unoccupied orbital energy**: -3.138 eV